(1)
A structure of composition C5H3FeO3 at a distorted geometry. Source: the Open Molecules 2025 dataset; level of theory: wB97M-V/def2-TZVPD.

Computed properties:
F_max = 7.06 eV/Å
Relative energy (zero: lowest compared OMol25 entry of this formula, charge and spin) = 29.1 kcal/mol
LUMO energy (alpha / beta) = -10.36 / -12.39 eV

Structure (ORCA input):
```
! RIJCOSX wB97M-V def2-TZVPD def2/J DEFGRID3
* xyz 2 6
C 1.4634 -0.0697 0.5399
C 2.1076 -1.1126 0.9563
O 2.6785 -2.0784 1.2785
C 1.4587 1.3988 0.2960
C 0.2068 0.6998 0.7097
O -0.8033 0.5085 -0.2316
C -1.6593 -0.8385 -0.2237
O -2.4118 -0.6329 -1.1740
Fe -1.7891 1.1913 -1.6873
H 1.9486 2.0470 1.0255
H 1.5342 1.7263 -0.7439
H -0.1782 0.8509 1.7208
*
```

=====

(2)
A structure of composition C5H3HgNO7S at a distorted geometry. Source: the Open Molecules 2025 dataset; level of theory: wB97M-V/def2-TZVPD.

Computed properties:
F_max = 4.74 eV/Å
LUMO energy = -14.06 eV

Structure (ORCA input):
```
! RIJCOSX wB97M-V def2-TZVPD def2/J DEFGRID3
* xyz 2 1
O 0.5680 -3.5199 -0.4759
N 0.7079 -2.4544 -0.8423
O 1.3761 -1.7186 0.2366
C 1.3872 -0.3830 0.0518
C 0.3973 0.4942 0.3867
C -0.9989 0.2593 1.0184
S -1.9855 -0.8206 -0.1272
O -1.9397 -2.1836 0.2996
O -1.4053 -0.5428 -1.4370
C 0.9168 1.9007 0.0184
O 0.3355 2.9936 0.2145
O 2.0958 1.7814 -0.5793
C 2.5571 0.4221 -0.5428
O 3.5989 0.1200 -0.8889
H -1.5732 1.2513 1.0395
H -0.9687 -0.1087 2.0707
H -3.3061 -0.4096 -0.1873
Hg -1.7632 2.9187 -0.2556
*
```

=====

(3)
A cluster of 2 separate species, C5H3I in total at a distorted geometry. Source: the Open Molecules 2025 dataset; level of theory: wB97M-V/def2-TZVPD.

Computed properties:
F_max = 4.04 eV/Å
Relative energy (zero: lowest compared OMol25 entry of this formula, charge and spin) = 79.3 kcal/mol
LUMO energy (alpha / beta) = -4.02 / -4.24 eV

Structure (ORCA input):
```
! RIJCOSX wB97M-V def2-TZVPD def2/J DEFGRID3
* xyz 0 1
C -0.2890 -0.4103 -0.0606
C -0.4463 -1.7356 0.1781
C -0.0429 0.7701 -0.1929
C -1.0167 -2.8140 0.2308
C 0.2921 2.1524 -0.3762
I 0.3559 -5.5009 1.4758
H 1.1252 2.4181 0.2753
H -0.5613 2.7799 -0.1214
H 0.5831 2.3403 -1.4090
*
```

=====

(4)
A structure of composition C5H3N at a distorted geometry. Source: the Open Molecules 2025 dataset; level of theory: wB97M-V/def2-TZVPD.

Computed properties:
F_max = 3.67 eV/Å
Relative energy (zero: lowest compared OMol25 entry of this formula, charge and spin) = 138.1 kcal/mol
LUMO energy (alpha / beta) = -0.58 / -0.52 eV

Structure (ORCA input):
```
! RIJCOSX wB97M-V def2-TZVPD def2/J DEFGRID3
* xyz 0 1
C -0.8117 -0.5076 0.9689
C 0.2520 -1.0001 0.2931
C -0.8541 1.4731 0.2590
C -1.3748 0.6663 1.2417
C 0.4710 0.1397 -0.2904
N 0.1946 1.4004 -0.5129
H -2.3846 0.7349 1.7207
H 2.3366 -1.2682 -1.5322
H 2.1709 -1.6384 -2.1479
*
```

=====

(5)
The molecule C5H3N at a distorted geometry. Source: the Open Molecules 2025 dataset; level of theory: wB97M-V/def2-TZVPD.

Computed properties:
F_max = 3.36 eV/Å
Relative energy (zero: lowest compared OMol25 entry of this formula, charge and spin) = 78.5 kcal/mol
LUMO energy = -0.62 eV

Structure (ORCA input):
```
! RIJCOSX wB97M-V def2-TZVPD def2/J DEFGRID3
* xyz 0 1
C -1.9663 0.1651 -0.0377
C -3.1612 -0.0102 0.1539
C -4.5058 0.5197 -0.4314
C 0.4696 -0.3736 0.1482
C -0.6247 0.4654 0.0478
N -4.4147 -0.5386 0.2546
H 1.4199 -0.0034 0.0211
H 0.5402 -1.3708 0.6481
H -0.5161 1.5541 -0.0607
*
```

=====

(6)
The molecule C5H3N at a distorted geometry. Source: the Open Molecules 2025 dataset; level of theory: wB97M-V/def2-TZVPD.

Computed properties:
F_max = 9.52 eV/Å
Relative energy (zero: lowest compared OMol25 entry of this formula, charge and spin) = 59.2 kcal/mol
LUMO energy (alpha / beta) = 0.50 / -3.14 eV

Structure (ORCA input):
```
! RIJCOSX wB97M-V def2-TZVPD def2/J DEFGRID3
* xyz 0 3
C -0.1287 0.5848 -0.5721
C -1.3520 0.3270 -0.2701
C -3.9979 -0.4012 0.2534
C 1.6466 -0.4574 0.4572
C 1.3015 0.5245 -0.3924
N -2.8703 -0.0720 0.0528
H 2.6463 -0.6984 0.5428
H 0.9196 -0.8853 1.0664
H 1.8349 1.0780 -1.1380
*
```